1.
# C12H29AuN4O6P

A molecular structure, C12H29AuN4O6P (wB97M-V/def2-TZVPD, the Open Molecules 2025 dataset).

Last column: Löwdin charge in e.
Atoms and positions in Å:
O: -1.617 -0.176 -3.445  -0.130
H: -2.170 -0.024 -4.226  0.090
Au: -0.393 0.018 -0.075  1.119
N: -0.318 1.790 -1.295  -0.226
N: 1.522 -0.042 -1.143  -0.180
N: -1.918 -0.639 1.355  -0.211
N: 0.300 -1.879 0.813  -0.138
O: -1.078 2.764 -1.076  -0.050
O: -2.935 0.102 1.588  -0.130
O: 1.472 -2.478 0.585  -0.069
O: 2.556 -0.777 -0.867  -0.118
C: 1.662 0.846 -2.156  -0.273
C: 0.620 1.792 -2.297  -0.240
C: -1.743 -1.820 1.972  -0.255
C: -0.490 -2.457 1.731  -0.254
C: 0.465 2.768 -3.407  0.007
H: -0.244 2.378 -4.157  0.103
H: 1.410 2.965 -3.930  0.084
H: 0.067 3.715 -3.013  0.095
C: 2.906 0.792 -2.971  -0.004
H: 2.997 -0.157 -3.522  0.105
H: 3.800 0.889 -2.336  0.098
H: 2.925 1.608 -3.705  0.076
C: -2.777 -2.314 2.904  -0.005
C: -0.015 -3.652 2.507  -0.001
H: -3.757 -1.974 2.552  0.094
H: -2.610 -1.954 3.925  0.106
H: -2.762 -3.406 2.992  0.091
H: 1.032 -3.872 2.263  0.084
H: -0.615 -4.548 2.274  0.104
H: -0.073 -3.513 3.597  0.099
H: -2.883 0.741 -0.100  0.083
H: 1.986 -1.771 -0.076  0.042
C: -0.654 -1.878 -2.612  0.066
H: 0.079 -1.649 -3.380  0.029
H: -1.688 -2.022 -2.860  0.016
H: -0.252 -2.533 -1.804  0.010
O: -2.423 0.350 -0.904  -0.157
H: -2.047 0.295 -2.707  0.023
H: -2.690 -0.590 -0.887  0.084
C: -0.589 2.142 2.607  -0.212
P: 0.624 1.282 1.582  0.804
C: 1.719 2.596 1.014  -0.209
C: 1.652 0.328 2.709  -0.208
H: -1.273 2.701 1.961  0.062
H: -0.053 2.826 3.273  0.069
H: -1.170 1.420 3.186  0.052
H: 2.099 3.119 1.896  0.070
H: 2.559 2.181 0.453  0.060
H: 1.179 3.304 0.381  0.056
H: 2.460 -0.164 2.162  0.062
H: 1.068 -0.437 3.224  0.054
H: 2.078 1.012 3.447  0.071

Results
<S²>	2.424
total charge	+1
HOMO (alpha / beta)	-10.983 / -10.703	eV
E_LUMO (alpha / beta)	-0.201 / -0.199	hartree
ΔE to the lowest compared entry with this formula, charge and spin	174.2	kJ/mol
spin multiplicity	3

---

2.
# C13H23CsN2O10P2S

A molecular structure, C13H23CsN2O10P2S (wB97M-V/def2-TZVPD, the Open Molecules 2025 dataset).

Last column: Löwdin charge in e.
Atoms and positions in Å:
Cs: 2.693 -2.086 -0.023  1.319
C: -0.114 3.047 1.673  -0.029
C: 0.023 2.214 0.390  -0.375
O: -1.050 2.040 -1.826  -0.008
P: 2.719 1.594 0.489  0.376
O: 3.608 2.895 0.862  -0.110
O: 2.307 1.044 1.904  -0.113
O: 3.521 0.647 -0.307  -0.408
P: -0.413 0.373 0.629  0.353
O: -0.599 0.221 2.246  -0.164
O: -1.722 0.088 -0.022  -0.307
O: 0.793 -0.394 0.218  -0.627
H: 0.278 4.051 1.501  0.100
H: 0.386 2.601 2.532  0.060
H: -1.167 3.145 1.938  0.090
H: -1.438 1.171 -1.616  0.068
H: 4.541 2.720 0.690  0.085
H: 2.135 1.740 2.549  0.087
H: -1.541 0.199 2.448  0.076
O: 2.199 -2.302 3.012  -0.047
C: 1.126 -2.579 3.211  0.034
N: -2.581 6.085 -1.131  0.154
C: -2.238 4.981 -0.389  -0.488
O: -2.856 4.683 0.619  0.056
C: -1.062 4.213 -0.860  -0.110
C: -0.046 4.809 -1.498  -0.022
C: 1.177 4.145 -1.881  -0.065
C: 1.743 3.070 -1.315  -0.113
N: 1.381 2.306 -0.206  -0.092
C: -1.073 2.729 -0.589  -0.316
H: -3.444 6.528 -0.862  0.104
H: -2.350 6.101 -2.108  0.095
H: -0.113 5.868 -1.725  0.112
H: 1.733 4.574 -2.705  0.101
H: 2.681 2.737 -1.748  0.115
H: -2.007 2.517 -0.067  0.136
C: 0.067 -7.242 0.183  -0.129
C: 0.125 -6.517 -1.149  -0.385
S: 0.535 -4.756 -1.014  0.868
O: 1.748 -4.663 -0.154  -0.760
C: -0.834 -4.188 0.016  -0.394
C: -2.189 -4.187 -0.668  -0.117
H: 0.090 -8.319 0.022  0.078
H: -0.843 -7.009 0.733  0.071
H: 0.928 -6.970 0.794  0.074
H: -0.807 -6.573 -1.716  0.084
H: 0.923 -6.911 -1.779  0.086
H: -0.545 -3.160 0.258  0.072
H: -0.816 -4.762 0.943  0.089
H: -2.152 -3.632 -1.606  0.083
H: -2.911 -3.692 -0.022  0.084
H: -2.553 -5.195 -0.872  0.068

Results
total charge	0
HOMO	-7.716	eV
E_LUMO	0.003	hartree
ΔE to the lowest compared entry with this formula, charge and spin	136.4	kJ/mol
spin multiplicity	1

---

3.
# C3H6ClN3O

C3H6ClN3O in the gas phase (wB97M-V/def2-TZVPD, the Open Molecules 2025 dataset).

Last column: Löwdin charge in e.
Atoms and positions in Å:
H: -0.315 -1.799 -0.666  0.050
N: -0.699 -1.115 -1.318  0.150
C: -0.381 0.023 -0.887  -0.532
C: -0.880 1.273 -1.626  -0.470
Cl: 0.583 2.304 -1.924  0.539
N: 0.242 0.336 0.329  -0.031
N: 0.932 -0.655 1.015  -0.010
C: 0.446 -1.103 2.215  -0.351
O: 0.930 -2.024 2.810  0.045
H: -1.563 1.872 -1.003  0.079
H: -1.349 0.953 -2.562  0.080
H: 0.638 1.338 0.451  0.148
H: 1.852 -0.946 0.698  0.161
H: -0.436 -0.457 2.468  0.143

Results
total charge	0
structure (SMILES)	[H]/N=C(/CCl)NNC=O
HOMO	-10.240	eV
E_LUMO	0.023	hartree
ΔE to the lowest compared entry with this formula, charge and spin	26.0	kJ/mol
spin multiplicity	1

---

4.
# C23H39As3N2O2Pt

A molecular structure, C23H39As3N2O2Pt (wB97M-V/def2-TZVPD, the Open Molecules 2025 dataset).

Last column: Löwdin charge in e.
Atoms and positions in Å:
Pt: -0.615 1.322 1.210  0.879
C: -4.467 1.126 3.013  -0.023
C: -2.966 1.059 2.872  -0.457
O: -2.572 1.157 1.638  -0.304
C: -2.193 0.887 3.994  -0.036
C: -0.766 0.803 4.089  -0.331
C: -0.149 0.522 5.427  -0.030
N: -0.001 0.957 3.056  -0.179
N: 1.386 0.817 3.213  0.083
C: 1.996 1.234 2.139  -0.508
O: 1.422 1.705 1.078  -0.272
C: 3.483 1.130 2.111  -0.149
C: 4.206 0.821 3.261  -0.033
C: 5.584 0.692 3.201  -0.086
C: 6.251 0.868 1.995  -0.096
C: 5.534 1.180 0.849  -0.085
C: 4.154 1.313 0.907  -0.030
H: -4.919 1.307 2.041  0.074
H: -4.751 1.929 3.694  0.084
H: -4.862 0.193 3.417  0.084
H: -2.727 0.808 4.931  0.100
H: -0.919 0.437 6.189  0.072
H: 0.550 1.315 5.693  0.083
H: 0.433 -0.400 5.388  0.081
H: 3.673 0.684 4.191  0.106
H: 6.141 0.455 4.099  0.100
H: 7.328 0.763 1.950  0.098
H: 6.049 1.321 -0.093  0.099
H: 3.578 1.561 0.026  0.108
C: 0.149 -2.526 1.888  -0.306
As: 0.278 -1.257 0.406  1.112
C: 1.763 -2.148 -0.539  -0.311
C: -1.275 -1.932 -0.605  -0.348
C: -1.663 -1.227 -1.924  -0.682
C: -2.732 -2.108 -2.589  -0.082
C: -2.325 0.149 -1.714  -0.332
As: -1.371 1.700 -0.998  1.009
C: -2.811 2.984 -1.124  -0.269
C: -0.179 2.317 -2.390  -0.277
C: -0.441 -1.120 -2.842  -0.388
As: -0.766 -0.466 -4.682  1.107
C: 1.130 -0.180 -5.095  -0.337
C: -0.913 -2.198 -5.592  -0.343
H: 0.214 -3.556 1.535  0.025
H: -0.801 -2.376 2.402  0.020
H: 0.958 -2.311 2.584  0.018
H: 1.457 -3.108 -0.961  0.021
H: 2.554 -2.317 0.193  0.021
H: 2.160 -1.510 -1.325  0.006
H: -2.117 -1.872 0.093  0.079
H: -1.105 -2.993 -0.813  0.079
H: -3.578 -2.256 -1.915  0.090
H: -2.320 -3.089 -2.839  0.088
H: -3.115 -1.653 -3.506  0.064
H: -3.167 0.042 -1.023  0.083
H: -2.735 0.487 -2.670  0.059
H: -3.242 2.964 -2.125  0.036
H: -2.423 3.977 -0.907  0.034
H: -3.560 2.723 -0.379  0.021
H: -0.672 2.233 -3.359  0.010
H: 0.747 1.746 -2.388  0.015
H: 0.058 3.360 -2.185  0.036
H: 0.052 -2.093 -2.925  0.076
H: 0.293 -0.437 -2.408  0.034
H: 1.489 0.712 -4.581  0.005
H: 1.245 -0.030 -6.167  0.018
H: 1.726 -1.038 -4.785  0.027
H: -1.911 -2.613 -5.467  0.007
H: -0.176 -2.903 -5.204  0.025
H: -0.733 -2.045 -6.656  0.016

Results
total charge	0
HOMO	-6.772	eV
E_LUMO	0.022	hartree
spin multiplicity	1

---

5.
# C18H55N4O9S8

8 unconnected molecules or ions with the total composition C18H55N4O9S8 (wB97M-V/def2-TZVPD, the Open Molecules 2025 dataset).

Last column: Löwdin charge in e.
Atoms and positions in Å:
C: 4.602 -0.594 4.410  -0.113
S: 3.521 -0.931 3.058  0.618
O: 3.364 -2.347 2.976  -0.262
O: 3.882 -0.203 1.890  -0.256
N: 2.008 -0.388 3.621  0.025
C: 1.272 0.662 3.192  -0.392
N: 0.096 0.881 3.824  0.225
N: 1.602 1.442 2.172  0.088
C: 1.830 2.868 2.412  -0.156
C: 3.206 3.248 2.969  -0.228
N: 3.026 4.167 4.109  0.006
H: 4.965 0.430 4.365  0.070
H: 5.409 -1.318 4.330  0.085
H: 4.060 -0.763 5.337  0.075
H: 1.617 -0.961 4.358  0.145
H: 0.091 0.933 4.835  0.132
H: -0.441 1.628 3.392  0.121
H: 1.992 1.045 1.319  0.109
H: 1.039 3.247 3.057  0.064
H: 1.685 3.368 1.460  0.109
H: 3.760 3.787 2.202  0.116
H: 3.807 2.368 3.233  0.089
H: 2.499 3.689 4.834  0.067
H: 3.932 4.348 4.530  0.073
C: 0.196 0.478 -1.603  -0.277
S: 1.596 1.575 -1.810  0.874
O: 1.912 2.113 -0.436  -0.573
C: 0.684 2.854 -2.656  -0.254
H: 0.508 -0.403 -1.049  0.028
H: -0.584 1.011 -1.054  0.062
H: -0.161 0.167 -2.585  0.047
H: -0.152 3.167 -2.030  0.057
H: 0.327 2.445 -3.603  0.037
H: 1.345 3.698 -2.841  0.059
C: 0.205 -4.842 -0.873  -0.258
S: 0.226 -3.590 -2.158  0.839
O: -0.564 -2.430 -1.641  -0.575
C: -0.837 -4.464 -3.299  -0.258
H: 0.786 -4.466 -0.033  0.047
H: -0.826 -5.027 -0.567  0.046
H: 0.658 -5.756 -1.255  0.062
H: -1.792 -4.671 -2.816  0.032
H: -0.355 -5.394 -3.601  0.064
H: -0.989 -3.831 -4.171  0.057
C: 5.788 1.270 -0.468  -0.281
S: 6.116 2.023 -2.067  0.807
O: 4.845 1.944 -2.831  -0.564
C: 7.179 0.714 -2.685  -0.268
H: 5.090 1.916 0.060  0.034
H: 5.338 0.288 -0.615  0.055
H: 6.720 1.187 0.093  0.054
H: 6.633 -0.229 -2.675  0.059
H: 8.074 0.650 -2.066  0.053
H: 7.456 0.971 -3.705  0.051
C: 0.505 6.665 3.025  -0.259
S: -0.709 5.693 3.910  0.830
O: -0.686 4.329 3.286  -0.588
C: -2.165 6.514 3.268  -0.262
H: 1.484 6.258 3.271  0.029
H: 0.318 6.586 1.954  0.065
H: 0.439 7.702 3.354  0.060
H: -2.169 6.446 2.181  0.063
H: -2.158 7.555 3.591  0.059
H: -3.039 6.010 3.676  0.053
C: -3.968 2.160 -5.218  -0.261
S: -2.512 1.835 -4.222  0.789
O: -1.530 1.105 -5.069  -0.543
C: -3.283 0.607 -3.163  -0.267
H: -3.686 2.874 -5.988  0.053
H: -4.306 1.231 -5.676  0.062
H: -4.747 2.586 -4.586  0.058
H: -3.663 -0.208 -3.779  0.070
H: -4.094 1.062 -2.593  0.057
H: -2.522 0.231 -2.483  0.015
C: -4.901 -1.402 1.767  -0.272
S: -4.614 -0.665 0.152  0.779
O: -5.886 -0.781 -0.606  -0.546
C: -3.521 -1.958 -0.449  -0.276
H: -5.605 -0.765 2.300  0.050
H: -5.327 -2.397 1.638  0.058
H: -3.960 -1.452 2.315  0.049
H: -4.045 -2.914 -0.409  0.059
H: -2.614 -1.990 0.153  0.048
H: -3.252 -1.729 -1.476  0.023
C: -4.632 -6.648 -2.845  -0.262
S: -3.231 -7.160 -1.843  0.757
O: -2.358 -7.998 -2.703  -0.542
C: -4.149 -8.268 -0.770  -0.266
H: -4.260 -5.979 -3.618  0.047
H: -5.086 -7.526 -3.303  0.062
H: -5.353 -6.122 -2.220  0.056
H: -4.632 -9.036 -1.374  0.062
H: -4.888 -7.698 -0.207  0.055
H: -3.439 -8.727 -0.085  0.051

Results
total charge	+1
HOMO	-10.408	eV
E_LUMO	-0.096	hartree
spin multiplicity	1

---

6.
# C21H27AuN3O2Si

A molecular structure, C21H27AuN3O2Si (wB97M-V/def2-TZVPD, the Open Molecules 2025 dataset).

Last column: Löwdin charge in e.
Atoms and positions in Å:
Au: -1.530 0.138 -1.181  1.018
N: -3.739 0.884 -1.326  -0.071
C: -4.238 0.691 -2.706  -0.232
C: -3.965 -0.746 -3.152  -0.106
C: -2.568 -0.965 -3.733  -0.594
O: -2.406 -1.494 -4.797  0.123
O: -1.519 -0.492 -3.055  -0.272
H: -4.300 0.326 -0.689  0.094
H: -3.807 1.848 -1.017  0.093
H: -3.721 1.398 -3.355  0.126
H: -5.306 0.906 -2.764  0.119
H: -4.670 -1.049 -3.923  0.125
H: -4.108 -1.419 -2.300  0.120
C: 3.825 1.394 1.275  -0.079
C: 3.026 2.084 0.369  -0.079
C: 2.026 1.416 -0.321  -0.116
C: 1.795 0.053 -0.111  -0.346
C: 2.591 -0.618 0.821  -0.115
C: 3.608 0.042 1.500  -0.083
Si: 0.603 -0.960 -1.136  0.697
C: 1.163 -1.299 -2.857  -0.347
C: 1.296 -0.299 -3.824  -0.109
C: 1.768 -0.602 -5.087  -0.065
C: 2.113 -1.911 -5.403  -0.062
C: 1.984 -2.914 -4.456  -0.069
C: 1.507 -2.610 -3.189  -0.102
H: 4.619 1.910 1.798  0.111
H: 3.200 3.136 0.186  0.110
H: 1.433 1.963 -1.047  0.099
H: 2.443 -1.678 0.996  0.098
H: 4.233 -0.500 2.197  0.110
H: 0.322 -2.221 -0.415  -0.003
H: 1.013 0.723 -3.596  0.101
H: 1.858 0.177 -5.832  0.109
H: 2.478 -2.147 -6.393  0.110
H: 2.247 -3.933 -4.704  0.108
H: 1.398 -3.404 -2.460  0.095
N: -1.298 0.898 0.679  0.046
C: -1.005 0.947 1.799  -0.193
N: -0.727 1.010 3.053  -0.056
C: -1.771 0.889 4.091  -0.113
C: -1.293 -0.080 5.162  -0.170
C: 0.066 0.351 5.709  -0.189
C: 1.094 0.446 4.583  -0.170
C: 0.625 1.406 3.505  -0.105
H: -2.694 0.561 3.617  0.130
H: -1.932 1.886 4.511  0.136
H: -1.216 -1.080 4.726  0.123
H: -2.041 -0.125 5.954  0.122
H: 0.404 -0.351 6.471  0.118
H: -0.030 1.326 6.197  0.121
H: 1.255 -0.540 4.137  0.120
H: 2.056 0.793 4.960  0.123
H: 1.279 1.409 2.639  0.102
H: 0.556 2.427 3.893  0.140

Results
total charge	+1
HOMO	-11.402	eV
E_LUMO	-0.121	hartree
ΔE to the lowest compared entry with this formula, charge and spin	59.6	kJ/mol
spin multiplicity	1